{
  "formula": "C2H2O2",
  "method": "the ωB97M-V functional and the def2-TZVPD basis",
  "elements": ["C", "C", "O", "O", "H", "H"],
  "xyz": [[-0.82, 0.17, 0.42], [0.85, -0.21, -0.56], [-0.90, 1.25, 0.98], [0.88, -1.01, -1.44], [-1.53, -0.70, 0.80], [1.53, 0.50, -0.19]],
  "homo_lumo_gap_ev": 8.91,
  "e_above_lowest_kj_mol": 140.1
}

{
  "formula": "C3H5BrN2",
  "method": "the ωB97M-V functional and the def2-TZVPD basis",
  "elements": ["C", "C", "C", "N", "N", "Br", "H", "H", "H", "H", "H"],
  "xyz": [[-0.97, -0.41, 0.59], [0.19, -1.20, -0.08], [-0.28, 1.63, -0.28], [-1.03, 0.82, 0.44], [1.08, -0.40, -0.79], [2.66, 0.00, 0.11], [-1.72, -0.95, 1.15], [0.61, -1.83, 0.72], [-0.33, -1.86, -0.80], [-0.56, 1.85, -1.29], [0.35, 2.33, 0.24]],
  "homo_lumo_gap_ev": [7.62, 7.61],
  "e_above_lowest_kj_mol": 256.1
}

{
  "formula": "C11H21FGaO9S",
  "method": "the ωB97M-V functional and the def2-TZVPD basis",
  "elements": ["C", "C", "O", "C", "Ga", "S", "O", "O", "F", "H", "H", "H", "H", "H", "H", "H", "H", "H", "C", "C", "C", "O", "C", "O", "O", "H", "H", "H", "H", "H", "H", "C", "C", "C", "O", "C", "O", "O", "H", "H", "H", "H", "H", "H"],
  "xyz": [[-1.69, -4.69, 2.46], [-0.44, -5.33, 1.91], [-0.02, -4.74, 0.71], [0.85, -3.61, 0.86], [0.40, -2.09, -0.37], [-0.85, -0.62, 1.11], [-2.09, -1.14, 1.62], [0.05, -0.06, 2.10], [-1.34, 0.74, 0.33], [-2.43, -4.61, 1.67], [-1.50, -3.68, 2.82], [-2.11, -5.28, 3.27], [0.38, -5.27, 2.64], [-0.62, -6.38, 1.70], [0.82, -3.26, 1.89], [1.87, -3.92, 0.62], [-0.50, -2.43, -1.63], [1.64, -1.22, -0.75], [-3.21, 2.81, -1.02], [-4.19, 3.04, -2.14], [-4.55, 4.49, -2.40], [-5.89, 4.40, -2.91], [-6.44, 3.25, -2.42], [-7.59, 2.98, -2.50], [-5.49, 2.49, -1.83], [-2.98, 1.76, -0.89], [-2.28, 3.34, -1.22], [-3.63, 3.17, -0.08], [-3.84, 2.56, -3.06], [-3.92, 4.98, -3.14], [-4.57, 5.07, -1.48], [4.77, 1.94, 1.54], [5.30, 0.87, 0.63], [5.81, 1.34, -0.73], [5.54, 0.22, -1.57], [4.49, -0.47, -1.02], [3.89, -1.32, -1.56], [4.25, -0.02, 0.23], [4.44, 1.51, 2.49], [5.55, 2.68, 1.74], [3.92, 2.43, 1.08], [6.07, 0.27, 1.13], [6.87, 1.57, -0.75], [5.24, 2.20, -1.09]],
  "homo_lumo_gap_ev": 7.71,
  "charge": -1
}

{
  "formula": "C22H28N3OPPtSSe2",
  "method": "the ωB97M-V functional and the def2-TZVPD basis",
  "elements": ["Pt", "Se", "P", "Se", "C", "C", "C", "C", "C", "C", "C", "C", "C", "C", "C", "C", "H", "H", "H", "H", "H", "H", "H", "H", "H", "H", "C", "O", "H", "H", "H", "H", "C", "C", "C", "C", "C", "C", "N", "H", "H", "H", "H", "H", "H", "H", "H", "S", "C", "N", "C", "C", "N", "H", "H", "H", "H", "H", "H"],
  "xyz": [[0.52, 1.00, -0.11], [-1.22, 2.57, 0.05], [-2.77, 1.04, -0.06], [-1.24, -0.55, -0.28], [-3.66, 0.89, 1.52], [-2.81, 0.64, 2.60], [-3.31, 0.52, 3.88], [-4.67, 0.64, 4.11], [-5.53, 0.88, 3.05], [-5.03, 1.01, 1.76], [-3.79, 1.17, -1.56], [-3.02, 1.28, -2.72], [-3.62, 1.40, -3.96], [-5.00, 1.42, -4.07], [-5.78, 1.32, -2.92], [-5.18, 1.19, -1.68], [-1.74, 0.55, 2.43], [-2.63, 0.33, 4.70], [-5.07, 0.54, 5.12], [-6.59, 0.98, 3.22], [-5.73, 1.21, 0.98], [-1.94, 1.26, -2.65], [-3.00, 1.47, -4.85], [-5.47, 1.51, -5.04], [-6.86, 1.33, -2.99], [-5.82, 1.11, -0.82], [2.43, 4.62, -0.36], [1.83, 3.62, 0.44], [3.26, 4.23, -0.95], [2.77, 5.47, 0.23], [1.66, 4.97, -1.05], [2.49, 3.26, 1.04], [2.30, -0.33, 2.36], [3.08, -0.02, 1.12], [4.40, -0.25, 0.85], [4.63, 0.16, -0.51], [3.43, 0.60, -0.99], [3.08, 1.08, -2.36], [2.47, 0.52, 0.00], [2.97, -0.76, 3.11], [1.51, -1.05, 2.15], [1.83, 0.56, 2.78], [5.13, -0.64, 1.55], [5.55, 0.13, -1.06], [3.97, 1.08, -2.99], [2.67, 2.10, -2.34], [2.33, 0.44, -2.82], [1.66, -2.36, -1.15], [2.42, -3.69, -0.50], [3.49, -3.61, 0.33], [4.09, -4.90, 0.59], [2.98, -5.87, 0.11], [2.14, -5.00, -0.68], [3.97, -2.72, 0.38], [4.30, -5.04, 1.65], [5.01, -5.05, 0.03], [2.44, -6.31, 0.95], [3.39, -6.68, -0.50], [1.29, -5.27, -1.14]],
  "homo_lumo_gap_ev": 6.29,
  "e_above_lowest_kj_mol": 172.4
}

{
  "formula": "C3H10N4O",
  "method": "the ωB97M-V functional and the def2-TZVPD basis",
  "elements": ["C", "N", "C", "N", "O", "H", "H", "H", "H", "H", "H", "N", "C", "N", "H", "H", "H", "H"],
  "xyz": [[0.66, -0.68, -1.99], [-1.04, -0.87, -0.23], [0.36, -0.86, -0.52], [-1.48, -1.59, 0.89], [1.17, -1.36, 0.28], [-1.71, -0.75, -0.99], [-1.85, -0.93, 1.57], [-0.64, -2.00, 1.33], [0.65, 0.38, -2.24], [-0.10, -1.18, -2.60], [1.63, -1.11, -2.23], [1.35, 1.42, 0.39], [-0.60, 1.82, 1.51], [0.03, 2.00, 0.41], [1.88, 1.73, -0.42], [1.57, 0.58, 0.95], [-1.61, 2.26, 1.61], [-0.26, 1.13, 2.30]],
  "homo_lumo_gap_ev": 9.64,
  "e_above_lowest_kj_mol": 347.3
}

{
  "formula": "C5H10O2",
  "method": "the ωB97M-V functional and the def2-TZVPD basis",
  "elements": ["C", "O", "C", "C", "C", "C", "O", "H", "H", "H", "H", "H", "H", "H", "H", "H", "H"],
  "xyz": [[2.62, 0.26, -0.08], [1.30, 0.43, -0.51], [0.38, -0.35, 0.19], [-0.08, 0.08, 1.59], [-0.93, 0.24, 0.40], [-1.93, 0.85, -0.21], [-2.11, 0.88, -1.56], [2.97, -0.77, -0.21], [2.73, 0.54, 0.98], [3.24, 0.93, -0.68], [0.49, -1.42, 0.02], [-0.29, -0.70, 2.31], [0.36, 0.98, 2.01], [-2.21, -2.24, -1.24], [-2.51, -1.57, -1.36], [-2.73, 1.38, 0.31], [-1.31, 0.49, -1.96]],
  "homo_lumo_gap_ev": 9.87,
  "e_above_lowest_kj_mol": 423.9
}

{
  "formula": "C5H10O",
  "method": "the ωB97M-V functional and the def2-TZVPD basis",
  "elements": ["C", "O", "C", "C", "C", "C", "H", "H", "H", "H", "H", "H", "H", "H", "H", "H"],
  "xyz": [[2.54, -0.53, 0.04], [1.40, 0.09, -0.48], [0.41, 0.30, 0.50], [-0.86, 0.77, -0.15], [-2.17, 0.19, 0.32], [-1.61, -0.21, -1.01], [2.29, -1.49, 0.54], [3.22, -0.73, -0.79], [3.06, 0.10, 0.78], [0.22, -0.65, 1.04], [0.76, 1.03, 1.25], [-0.87, 1.81, -0.46], [-3.04, 0.84, 0.34], [-2.14, -0.53, 1.13], [-1.18, -1.20, -1.11], [-2.10, 0.16, -1.91]],
  "homo_lumo_gap_ev": 10.99,
  "e_above_lowest_kj_mol": 148.2
}

{
  "formula": "C3H11NO4",
  "method": "the ωB97M-V functional and the def2-TZVPD basis",
  "elements": ["O", "C", "C", "N", "C", "O", "H", "H", "H", "H", "H", "H", "H", "H", "H", "O", "H", "H", "O"],
  "xyz": [[0.60, 1.08, 0.53], [0.50, -0.07, -0.04], [-0.66, -0.81, 0.22], [-1.76, -0.40, 0.85], [-2.99, -0.20, -0.03], [-2.80, 0.59, -1.02], [1.26, -0.31, -0.79], [-0.92, 1.32, -2.42], [-0.71, -1.81, -0.23], [-1.54, 0.43, 1.42], [-3.89, -0.06, 0.61], [-3.21, -1.25, -0.39], [-0.45, 1.45, -2.97], [1.64, 1.25, 0.67], [3.67, 1.33, 0.91], [3.02, 0.98, 0.27], [3.52, -2.11, 0.05], [3.05, -0.49, 0.01], [2.84, -1.47, -0.14]],
  "homo_lumo_gap_ev": [4.94, 4.90],
  "multiplicity": 2,
  "s_squared": 0.7561,
  "charge": 1,
  "e_above_lowest_kj_mol": 703.2
}

Ordered electronic energy results: -6198.60234, -76210.68342, -96105.13925, -183850.37172, -11278.60099, -9438.64921, -7393.22967, -12954.26679; unit eV.